{"formula": "C2HBrCl2OS", "method": "ωB97M-V/def2-TZVPD", "species": ["C", "C", "O", "S", "Cl", "Cl", "Br", "H"], "positions_angstrom": [[0.34103, 0.22417, -0.64944], [-2.72587, -0.05451, 0.85320], [0.95532, -1.16499, -0.78761], [2.10125, -0.05496, -0.83757], [-2.05777, 1.12502, -0.18267], [2.97570, -0.31654, 1.00224], [-1.56524, -0.21480, 2.37024], [-0.02443, 0.45661, -1.76838]], "forces_ev_per_angstrom": [[0.1, -0.1, -1.3], [0.5, 0.2, 0.1], [0.1, 0.0, -0.5], [0.3, -0.9, 0.2], [-1.4, 0.2, 0.4], [-0.4, 0.6, -0.5], [-0.3, 0.0, -0.2], [1.1, -0.1, 1.8]], "gap_ev": [7.73, 7.74], "relative_energy_kj_mol": 466.98, "lumo_energy_ev": [-1.0, -1.0], "max_force_ev_per_a": 2.1, "e_homo_ev": [-8.73, -8.73]}

{"formula": "C3H7NO2", "method": "ωB97M-V/def2-TZVPD", "species": ["N", "C", "O", "C", "C", "O", "H", "H", "H", "H", "H", "H", "H"], "positions_angstrom": [[-1.14975, -1.53525, -1.18273], [-0.46470, -0.41906, -1.40880], [-1.00439, 0.53035, -0.61437], [0.04848, 1.35061, -0.09687], [1.13316, 0.49418, 0.56680], [0.60496, -0.42965, 1.49618], [-0.82581, -2.37557, -1.62865], [-1.97033, -1.57408, -0.58071], [-0.44072, 1.97784, 0.64853], [0.48575, 1.95709, -0.89854], [1.72531, -0.02064, -0.20317], [1.80214, 1.15219, 1.12767], [0.12959, -1.10344, 0.99106]], "forces_ev_per_angstrom": [[0.0, 0.0, -0.4], [-0.3, -0.4, 0.3], [0.3, -0.4, -0.1], [0.2, 0.3, 0.2], [0.2, 0.3, -0.1], [-0.2, -0.2, 0.0], [-0.3, 0.0, -0.2], [0.1, 0.0, 0.0], [0.1, 0.1, -0.1], [-0.1, 0.0, 0.1], [-0.1, 0.2, 0.1], [0.0, 0.0, -0.1], [0.1, 0.1, 0.2]], "gap_ev": 9.79, "relative_energy_kj_mol": 293.72, "lumo_energy_ev": 0.9, "max_force_ev_per_a": 0.6, "e_homo_ev": -8.85}

{"formula": "C7H16NS2", "method": "ωB97M-V/def2-TZVPD", "species": ["C", "C", "C", "C", "C", "C", "C", "N", "S", "S", "H", "H", "H", "H", "H", "H", "H", "H", "H", "H", "H", "H", "H", "H", "H", "H"], "positions_angstrom": [[3.04709, -0.11708, -0.56661], [-1.87582, -1.58709, -0.95980], [-1.01531, -1.46687, 1.42971], [0.31394, 2.30439, -0.71149], [-1.84007, 1.59882, 0.33893], [-0.67790, -1.28232, -0.05477], [-0.52782, 1.15684, -0.24012], [-0.08522, -0.01620, -0.36515], [2.91007, -1.77865, -0.30674], [3.85696, 1.08054, 0.30311], [-2.20461, -2.60811, -0.78989], [-2.70627, -0.91604, -0.75562], [-1.59805, -1.48005, -2.00518], [-0.20037, -1.11176, 2.05693], [-1.17466, -2.52286, 1.63113], [-1.91903, -0.93267, 1.70615], [-0.26257, 2.90988, -1.41002], [0.58031, 2.94523, 0.12794], [1.21907, 1.96822, -1.20480], [-2.44639, 0.77992, 0.70587], [-2.40216, 2.13689, -0.42308], [-1.64960, 2.29467, 1.15433], [0.11373, -2.01150, -0.30058], [2.52312, 0.22331, -1.44830], [3.63541, -1.86471, 0.82551], [4.38615, 0.29721, 1.26254]], "forces_ev_per_angstrom": [[0.1, -0.6, 0.9], [0.3, 0.0, 0.1], [0.1, 0.0, -0.3], [0.0, 0.1, 0.0], [-0.1, -0.2, 0.0], [-0.5, -0.4, 0.3], [-0.4, 0.0, 0.2], [1.5, 0.5, -0.6], [0.1, 0.7, -0.2], [-0.3, -0.4, -0.4], [-0.1, -0.1, 0.0], [-0.1, 0.0, 0.0], [0.0, 0.0, -0.1], [0.1, 0.0, 0.1], [0.0, -0.1, 0.1], [-0.1, 0.0, 0.1], [0.0, 0.1, 0.0], [0.0, 0.1, 0.1], [0.0, 0.0, -0.1], [0.0, 0.0, 0.0], [-0.1, 0.1, 0.0], [0.0, 0.1, 0.1], [-0.3, 0.0, 0.1], [-0.1, 0.1, -0.1], [0.0, 0.1, -0.1], [-0.1, 0.0, 0.0]], "gap_ev": 6.34, "relative_energy_kj_mol": 176.24, "lumo_energy_ev": -5.8, "charge": 1, "max_force_ev_per_a": 1.7, "e_homo_ev": -12.14}

Please write out number 2 again, unchanged.
{"formula": "C3H7NO2", "method": "ωB97M-V/def2-TZVPD", "species": ["N", "C", "O", "C", "C", "O", "H", "H", "H", "H", "H", "H", "H"], "positions_angstrom": [[-1.14975, -1.53525, -1.18273], [-0.46470, -0.41906, -1.40880], [-1.00439, 0.53035, -0.61437], [0.04848, 1.35061, -0.09687], [1.13316, 0.49418, 0.56680], [0.60496, -0.42965, 1.49618], [-0.82581, -2.37557, -1.62865], [-1.97033, -1.57408, -0.58071], [-0.44072, 1.97784, 0.64853], [0.48575, 1.95709, -0.89854], [1.72531, -0.02064, -0.20317], [1.80214, 1.15219, 1.12767], [0.12959, -1.10344, 0.99106]], "forces_ev_per_angstrom": [[0.0, 0.0, -0.4], [-0.3, -0.4, 0.3], [0.3, -0.4, -0.1], [0.2, 0.3, 0.2], [0.2, 0.3, -0.1], [-0.2, -0.2, 0.0], [-0.3, 0.0, -0.2], [0.1, 0.0, 0.0], [0.1, 0.1, -0.1], [-0.1, 0.0, 0.1], [-0.1, 0.2, 0.1], [0.0, 0.0, -0.1], [0.1, 0.1, 0.2]], "gap_ev": 9.79, "relative_energy_kj_mol": 293.72, "lumo_energy_ev": 0.9, "max_force_ev_per_a": 0.6, "e_homo_ev": -8.85}